No. 1
A 2-piece molecular cluster, C7H12 overall at a distorted geometry, computed with ωB97M-V/def2-TZVPD.

## Properties
LUMO level (spin up / spin down) = 4.122 / 4.114 eV
Energy relative to the best compared isomer or geometry (same formula, charge and spin) = 96.88 kcal/mol
Total energy = -273.682449 a.u.
Total charge = -1
HOMO energy (spin up / spin down) = -1.423 / -1.968 eV
Spin multiplicity = 2
Maximum force = 0.0889 hartree/bohr

Each atom is followed by the atoms it is bonded to, with distances in Å.
Element x y z (Å)
1 C -2.165 -0.848 0.995  C2 1.566, H8 1.081, H9 1.102, H10 1.124
2 C -1.052 -1.195 -0.051  C1 1.566, C3 1.524, H11 1.125, H12 1.105
3 C -0.479 0.055 -0.710  C2 1.524, C4 1.451, C7 1.534
4 C 0.880 0.433 -0.372  C3 1.451, C5 1.423, H13 1.151
5 C 1.707 -0.205 0.596  C4 1.423, C6 1.376
6 C 2.872 0.381 1.037  C5 1.376, H15 1.096, H16 1.096
7 C -1.079 1.106 -1.651  C3 1.534, H17 1.113, H18 1.109, H19 1.126
8 H -2.897 -0.411 0.331  C1 1.081
9 H -2.451 -1.811 1.448  C1 1.102
10 H -1.799 -0.136 1.785  C1 1.124
11 H -1.415 -2.036 -0.705  C2 1.125
12 H -0.201 -1.592 0.531  C2 1.105
13 H 1.365 1.393 -0.781  C4 1.151
14 H 0.215 0.603 1.552  no bonds
15 H 3.285 0.363 2.052  C6 1.096
16 H 3.411 1.043 0.350  C6 1.096
17 H -0.388 1.969 -1.519  C7 1.113
18 H -1.103 0.829 -2.724  C7 1.109
19 H -2.124 1.431 -1.383  C7 1.126

---

No. 2
One molecule with the formula C19H12N2O3 at a distorted geometry, computed with ωB97M-V/def2-TZVPD.

## Properties
LUMO level = -0.607 eV
Energy relative to the best compared isomer or geometry (same formula, charge and spin) = 0.00 kcal/mol
Total energy = -1066.483863 a.u.
SMILES = O=C(O)c1cc(-c2ccc(-c3ccccc3)cc2)nc2ocnc12
HOMO energy = -8.396 eV
Maximum force = 0.0575 hartree/bohr

Each atom is followed by the atoms it is bonded to, with distances in Å.
Element x y z (Å)
1 O -3.757 2.546 4.905  C2 1.234
2 C -2.918 1.843 4.335  O1 1.234, O3 1.356, C4 1.472
3 O -2.096 0.991 4.997  C2 1.356, H25 0.961
4 C -2.768 1.925 2.873  C2 1.472, C5 1.415, C24 1.379
5 C -1.679 1.281 2.240  C4 1.415, C6 1.370, H26 1.076
6 C -1.511 1.224 0.882  C5 1.370, C7 1.503, N19 1.333
7 C -0.461 0.443 0.143  C6 1.503, C8 1.418, C18 1.406
8 C -0.051 0.780 -1.172  C7 1.418, C9 1.374, H27 1.089
9 C 0.975 0.116 -1.800  C8 1.374, C10 1.417, H28 1.109
10 C 1.549 -1.061 -1.259  C9 1.417, C11 1.541, C17 1.371
11 C 2.669 -1.829 -1.988  C10 1.541, C12 1.434, C16 1.383
12 C 3.219 -3.031 -1.433  C11 1.434, C13 1.385, H29 1.086
13 C 4.297 -3.677 -2.015  C12 1.385, C14 1.389, H30 1.089
14 C 4.746 -3.271 -3.266  C13 1.389, C15 1.415, H31 1.077
15 C 4.122 -2.174 -3.906  C14 1.415, C16 1.390, H32 1.086
16 C 3.133 -1.461 -3.238  C11 1.383, C15 1.390, H33 1.088
17 C 1.143 -1.446 -0.007  C10 1.371, C18 1.420, H34 1.084
18 C 0.153 -0.700 0.685  C7 1.406, C17 1.420, H35 1.082
19 N -2.407 1.839 0.109  C6 1.333, C20 1.306
20 C -3.422 2.461 0.645  N19 1.306, O21 1.350, C24 1.379
21 O -4.449 3.102 0.049  C20 1.350, C22 1.374
22 C -5.253 3.552 1.068  O21 1.374, N23 1.318, H36 1.100
23 N -4.807 3.239 2.268  C22 1.318, C24 1.382
24 C -3.645 2.539 2.004  C4 1.379, C20 1.379, N23 1.382
25 H -2.394 1.117 5.903  O3 0.961
26 H -0.920 0.825 2.851  C5 1.076
27 H -0.458 1.635 -1.710  C8 1.089
28 H 1.279 0.489 -2.799  C9 1.109
29 H 2.900 -3.348 -0.445  C12 1.086
30 H 4.803 -4.521 -1.550  C13 1.089
31 H 5.545 -3.806 -3.751  C14 1.077
32 H 4.367 -1.864 -4.918  C15 1.086
33 H 2.733 -0.580 -3.737  C16 1.088
34 H 1.588 -2.302 0.489  C17 1.084
35 H -0.083 -1.050 1.682  C18 1.082
36 H -6.140 4.171 0.866  C22 1.100

---

No. 3
A 3-piece molecular cluster, C24H35BF22N3O7S overall at a distorted geometry, computed with ωB97M-V/def2-TZVPD.

## Properties
LUMO level = -2.806 eV
Total energy = -4246.411533 a.u.
Total charge = +1
HOMO energy = -12.996 eV
Maximum force = 0.0426 hartree/bohr

Each atom is followed by the atoms it is bonded to, with distances in Å.
Element x y z (Å)
1 C 1.328 -4.073 2.493  C2 1.546, H31 1.101, H32 1.097, H33 1.098
2 C 1.699 -2.774 1.742  C1 1.546, C3 1.534, C4 1.563, H34 1.099
3 C 2.360 -3.147 0.409  C2 1.534, H35 1.100, H36 1.091, H37 1.097
4 C 0.465 -1.825 1.611  C2 1.563, C5 1.542, C6 1.542, H38 1.106
5 C 0.782 -0.360 1.970  C4 1.542, H39 1.098, H40 1.099, H41 1.095
6 C -0.232 -1.946 0.241  C4 1.542, O7 1.451, H42 1.101, H43 1.095
7 O -1.332 -1.001 0.289  C6 1.451, C8 1.389
8 C -2.241 -0.842 -0.749  O7 1.389, S9 1.862, C13 1.527, N30 1.448
9 S -2.003 0.838 -1.516  C8 1.862, O10 1.438, O11 1.427, F12 1.589
10 O -3.016 1.000 -2.524  S9 1.438
11 O -1.819 1.814 -0.491  S9 1.427
12 F -0.643 0.642 -2.316  S9 1.589
13 C -3.607 -0.680 -0.086  C8 1.527, N14 1.503, H44 1.091, H45 1.098
14 N -4.074 -1.974 0.520  C13 1.503, C15 1.536, B18 1.571, C21 1.526
15 C -5.599 -1.863 0.668  N14 1.536, C16 1.555, H46 1.094, H47 1.097
16 C -6.119 -0.529 1.277  C15 1.555, N17 1.457, H48 1.091, H49 1.099
17 N -7.240 -0.704 2.192  C16 1.457, H50 1.015, H51 1.014
18 B -3.452 -2.123 1.955  N14 1.571, O19 1.363, O20 1.359
19 O -3.007 -3.359 2.320  B18 1.363, H52 0.964
20 O -3.383 -1.002 2.719  B18 1.359, H53 0.967
21 C -3.630 -3.128 -0.374  N14 1.526, C22 1.541, C29 1.537, H54 1.096
22 C -4.517 -4.388 -0.341  C21 1.541, F23 1.348, F24 1.351, C25 1.582
23 F -4.979 -4.671 0.893  C22 1.348
24 F -5.602 -4.199 -1.124  C22 1.351
25 C -3.749 -5.669 -0.864  C22 1.582, F26 1.287, F27 1.315, F28 1.287
26 F -4.258 -6.073 -1.975  C25 1.287
27 F -2.478 -5.407 -1.073  C25 1.315
28 F -3.817 -6.615 0.007  C25 1.287
29 C -3.434 -2.639 -1.818  C21 1.537, N30 1.469, H55 1.100, H56 1.097
30 N -2.201 -1.842 -1.795  C8 1.448, C29 1.469, H57 1.016
31 H 0.948 -4.842 1.802  C1 1.101
32 H 0.572 -3.908 3.271  C1 1.097
33 H 2.209 -4.503 2.986  C1 1.098
34 H 2.432 -2.246 2.367  C2 1.099
35 H 1.673 -3.721 -0.231  C3 1.100
36 H 2.720 -2.271 -0.132  C3 1.091
37 H 3.230 -3.787 0.601  C3 1.097
38 H -0.283 -2.180 2.344  C4 1.106
39 H -0.151 0.195 2.133  C5 1.098
40 H 1.316 -0.348 2.931  C5 1.099
41 H 1.387 0.143 1.207  C5 1.095
42 H -0.631 -2.966 0.125  C6 1.101
43 H 0.427 -1.704 -0.599  C6 1.095
44 H -3.512 0.070 0.700  C13 1.091
45 H -4.339 -0.304 -0.814  C13 1.098
46 H -5.957 -2.695 1.282  C15 1.094
47 H -6.001 -1.979 -0.346  C15 1.097
48 H -5.338 0.015 1.810  C16 1.091
49 H -6.469 0.111 0.455  C16 1.099
50 H -7.929 -1.361 1.841  N17 1.015
51 H -6.930 -1.029 3.100  N17 1.014
52 H -3.577 -3.898 2.880  O19 0.964
53 H -2.504 -0.627 2.861  O20 0.967
54 H -2.632 -3.413 -0.022  C21 1.096
55 H -4.311 -2.097 -2.201  C29 1.100
56 H -3.282 -3.502 -2.478  C29 1.097
57 H -2.065 -1.402 -2.701  N30 1.016
58 C 2.541 2.476 -3.809  C59 1.537, O65 1.413, H72 1.090, H73 1.091
59 C 3.313 3.662 -4.408  C58 1.537, C60 1.534, F63 1.349, F64 1.368
60 C 4.099 3.455 -5.709  C59 1.534, F61 1.346, F62 1.349, H74 1.094
61 F 5.081 2.549 -5.548  C60 1.346
62 F 4.657 4.634 -6.054  C60 1.349
63 F 4.108 4.208 -3.465  C59 1.349
64 F 2.354 4.583 -4.726  C59 1.368
65 O 3.140 1.776 -2.737  C58 1.413, C66 1.367
66 C 3.953 0.699 -2.960  O65 1.367, C67 1.536, F70 1.340, F71 1.359
67 C 5.395 0.918 -2.477  C66 1.536, F68 1.344, F69 1.350, H75 1.089
68 F 5.944 1.968 -3.112  C67 1.344
69 F 6.103 -0.192 -2.775  C67 1.350
70 F 3.914 0.296 -4.237  C66 1.340
71 F 3.451 -0.317 -2.211  C66 1.359
72 H 1.656 2.934 -3.369  C58 1.090
73 H 2.181 1.794 -4.581  C58 1.091
74 H 3.430 3.131 -6.512  C60 1.094
75 H 5.411 1.090 -1.402  C67 1.089
76 C 3.880 5.253 1.214  C77 1.537, O83 1.411, H90 1.089, H91 1.091
77 C 4.472 3.852 1.433  C76 1.537, C78 1.533, F81 1.348, F82 1.367
78 C 3.577 2.627 1.212  C77 1.533, F79 1.347, F80 1.360, H92 1.093
79 F 2.556 2.571 2.088  C78 1.347
80 F 4.327 1.509 1.406  C78 1.360
81 F 5.069 3.772 2.639  C77 1.348
82 F 5.439 3.720 0.476  C77 1.367
83 O 3.498 6.004 2.346  C76 1.411, C84 1.361
84 C 2.245 6.002 2.875  O83 1.361, C85 1.536, F88 1.345, F89 1.354
85 C 2.245 5.531 4.337  C84 1.536, F86 1.349, F87 1.352, H93 1.091
86 F 2.742 4.281 4.441  C85 1.349
87 F 0.969 5.522 4.781  C85 1.352
88 F 1.368 5.312 2.125  C84 1.345
89 F 1.818 7.286 2.903  C84 1.354
90 H 4.716 5.820 0.806  C76 1.089
91 H 3.104 5.244 0.448  C76 1.091
92 H 3.193 2.609 0.189  C78 1.093
93 H 2.842 6.212 4.945  C85 1.091

---

No. 4
A 2-piece molecular cluster, C4H7ClO overall at a distorted geometry, computed with ωB97M-V/def2-TZVPD.

## Properties
LUMO level = -0.643 eV
Energy relative to the best compared isomer or geometry (same formula, charge and spin) = 89.84 kcal/mol
Total energy = -691.902744 a.u.
SMILES = O=CCCl.C=C
HOMO energy = -10.250 eV
Maximum force = 0.1745 hartree/bohr

Each atom is followed by the atoms it is bonded to, with distances in Å.
Element x y z (Å)
1 O 0.850 -1.969 -1.753  C2 1.296
2 C 0.507 -2.357 -0.565  O1 1.296, C3 1.574, H5 1.047
3 C -0.143 -1.193 0.272  C2 1.574, Cl4 2.028, H6 1.101, H7 1.118
4 Cl 0.374 -1.640 2.181  C3 2.028
5 H 0.720 -3.237 -0.040  C2 1.047
6 H -1.030 -1.836 0.382  C3 1.101
7 H -0.413 -0.343 -0.402  C3 1.118
8 C 0.743 2.286 0.511  C9 1.317, H10 1.089, H11 1.043
9 C -0.018 1.670 1.392  C8 1.317, H12 1.066, H13 1.093
10 H 1.801 2.271 0.770  C8 1.089
11 H 0.428 2.657 -0.411  C8 1.043
12 H 0.396 1.302 2.302  C9 1.066
13 H -1.068 1.384 1.285  C9 1.093

---

What did the second record say?
One molecule with the formula C19H12N2O3 at a distorted geometry, computed with ωB97M-V/def2-TZVPD.

## Properties
LUMO level = -0.607 eV
Energy relative to the best compared isomer or geometry (same formula, charge and spin) = 0.00 kcal/mol
Total energy = -1066.483863 a.u.
SMILES = O=C(O)c1cc(-c2ccc(-c3ccccc3)cc2)nc2ocnc12
HOMO energy = -8.396 eV
Maximum force = 0.0575 hartree/bohr

Each atom is followed by the atoms it is bonded to, with distances in Å.
Element x y z (Å)
1 O -3.757 2.546 4.905  C2 1.234
2 C -2.918 1.843 4.335  O1 1.234, O3 1.356, C4 1.472
3 O -2.096 0.991 4.997  C2 1.356, H25 0.961
4 C -2.768 1.925 2.873  C2 1.472, C5 1.415, C24 1.379
5 C -1.679 1.281 2.240  C4 1.415, C6 1.370, H26 1.076
6 C -1.511 1.224 0.882  C5 1.370, C7 1.503, N19 1.333
7 C -0.461 0.443 0.143  C6 1.503, C8 1.418, C18 1.406
8 C -0.051 0.780 -1.172  C7 1.418, C9 1.374, H27 1.089
9 C 0.975 0.116 -1.800  C8 1.374, C10 1.417, H28 1.109
10 C 1.549 -1.061 -1.259  C9 1.417, C11 1.541, C17 1.371
11 C 2.669 -1.829 -1.988  C10 1.541, C12 1.434, C16 1.383
12 C 3.219 -3.031 -1.433  C11 1.434, C13 1.385, H29 1.086
13 C 4.297 -3.677 -2.015  C12 1.385, C14 1.389, H30 1.089
14 C 4.746 -3.271 -3.266  C13 1.389, C15 1.415, H31 1.077
15 C 4.122 -2.174 -3.906  C14 1.415, C16 1.390, H32 1.086
16 C 3.133 -1.461 -3.238  C11 1.383, C15 1.390, H33 1.088
17 C 1.143 -1.446 -0.007  C10 1.371, C18 1.420, H34 1.084
18 C 0.153 -0.700 0.685  C7 1.406, C17 1.420, H35 1.082
19 N -2.407 1.839 0.109  C6 1.333, C20 1.306
20 C -3.422 2.461 0.645  N19 1.306, O21 1.350, C24 1.379
21 O -4.449 3.102 0.049  C20 1.350, C22 1.374
22 C -5.253 3.552 1.068  O21 1.374, N23 1.318, H36 1.100
23 N -4.807 3.239 2.268  C22 1.318, C24 1.382
24 C -3.645 2.539 2.004  C4 1.379, C20 1.379, N23 1.382
25 H -2.394 1.117 5.903  O3 0.961
26 H -0.920 0.825 2.851  C5 1.076
27 H -0.458 1.635 -1.710  C8 1.089
28 H 1.279 0.489 -2.799  C9 1.109
29 H 2.900 -3.348 -0.445  C12 1.086
30 H 4.803 -4.521 -1.550  C13 1.089
31 H 5.545 -3.806 -3.751  C14 1.077
32 H 4.367 -1.864 -4.918  C15 1.086
33 H 2.733 -0.580 -3.737  C16 1.088
34 H 1.588 -2.302 0.489  C17 1.084
35 H -0.083 -1.050 1.682  C18 1.082
36 H -6.140 4.171 0.866  C22 1.100